Record 1
{"formula": "C14H24InO7S2", "method": "ωB97M-V/def2-TZVPD", "elements": ["C", "C", "In", "C", "C", "O", "C", "C", "O", "O", "H", "H", "H", "H", "H", "H", "H", "H", "C", "C", "C", "S", "O", "O", "C", "H", "H", "H", "H", "H", "H", "H", "H", "C", "C", "C", "S", "O", "O", "C", "H", "H", "H", "H", "H", "H", "H", "H"], "coordinates": [[1.4085, 2.6158, -0.9831], [0.3710, 2.1247, -0.5807], [-1.7007, 1.4108, -0.0863], [-2.6727, 3.0469, 1.1819], [-2.9951, 2.4242, 2.5608], [-4.1515, 2.1278, 2.8301], [-1.7019, -0.4572, 1.1738], [-1.0657, -1.7012, 0.5041], [-1.5474, -2.7921, 0.7202], [0.0633, -1.6211, -0.3284], [2.3435, 3.2121, -1.0106], [-2.7195, 1.1015, -1.5152], [-2.0373, 3.9672, 1.2540], [-3.6568, 3.3484, 0.7404], [-2.1926, 2.1962, 3.3289], [-1.2447, -0.3017, 2.1885], [-2.7822, -0.7104, 1.3658], [-0.2664, -1.4286, -1.2287], [7.3386, 5.5055, -2.1158], [6.1425, 6.3565, -1.6772], [4.8785, 5.6937, -2.2335], [5.2495, 3.9451, -2.3728], [5.2418, 3.5833, -3.7680], [4.4906, 3.2180, -1.3876], [6.9472, 4.0609, -1.8271], [8.2510, 5.7862, -1.5877], [7.5133, 5.6388, -3.1873], [6.0949, 6.3814, -0.5849], [6.2312, 7.3871, -2.0241], [4.0262, 5.8284, -1.5693], [4.6361, 6.0662, -3.2286], [7.5578, 3.3346, -2.3607], [6.9670, 3.8544, -0.7560], [-3.1066, -5.9279, 1.1916], [-4.3208, -5.1070, 1.6308], [-5.5665, -5.7795, 1.0446], [-5.1652, -7.5180, 0.8761], [-5.1501, -7.8543, -0.5278], [-5.9277, -8.2807, 1.8379], [-3.4779, -7.3850, 1.4463], [-2.2074, -5.6420, 1.7368], [-2.9203, -5.7691, 0.1264], [-4.3833, -5.1048, 2.7228], [-4.2434, -4.0691, 1.3058], [-6.4296, -5.6718, 1.6999], [-5.8019, -5.3911, 0.0537], [-2.8483, -8.0905, 0.9066], [-3.4688, -7.6125, 2.5135]], "homo_lumo_gap_ev": 7.387, "e_homo_ev": -5.4, "total_energy_ev": -56081.1967, "total_charge": -1}



Record 2
{"formula": "C14H24K2N3O11S2", "method": "ωB97M-V/def2-TZVPD", "elements": ["K", "K", "C", "O", "H", "H", "H", "C", "N", "O", "O", "H", "H", "H", "C", "C", "O", "S", "O", "O", "O", "H", "H", "H", "H", "C", "C", "O", "S", "O", "O", "O", "H", "H", "H", "H", "N", "C", "C", "C", "C", "H", "H", "H", "H", "H", "N", "C", "C", "C", "C", "H", "H", "H", "H", "H"], "coordinates": [[-1.9541, 1.0495, -3.0672], [-1.7302, 2.5162, -0.5347], [-1.3312, -0.6124, -1.0487], [-2.0726, 0.5598, -0.9732], [-0.4893, -0.5087, -0.3641], [-1.9426, -1.4973, -0.8719], [-0.7085, -0.7802, -1.9274], [1.8593, 1.1525, -1.6792], [0.8145, 1.9930, -1.0132], [0.5835, 3.1062, -1.4747], [0.2158, 1.5180, -0.0377], [1.4982, 0.1241, -1.6749], [2.7576, 1.3271, -1.0869], [2.0963, 1.5280, -2.6746], [0.1240, 0.9689, 2.1737], [0.7649, -0.3078, 2.7803], [2.1574, 0.0755, 2.9355], [2.6550, 1.1181, 1.7421], [2.8258, 0.4064, 0.4804], [3.8125, 1.8456, 2.2761], [1.2290, 1.8779, 1.9088], [-0.5935, 1.3329, 2.9091], [-0.3297, 0.6843, 1.2244], [0.7219, -1.1266, 2.0622], [0.3124, -0.6390, 3.7150], [2.3260, 1.7543, -5.1002], [3.2292, 0.6358, -4.4904], [2.3601, -0.0435, -3.6270], [0.8069, -0.1949, -4.2839], [-0.2927, 0.0636, -3.3277], [0.7755, -1.3679, -5.1436], [1.0745, 1.1698, -5.1850], [2.6420, 2.0772, -6.0921], [2.2807, 2.5656, -4.3736], [4.0212, 1.0396, -3.8597], [3.5816, 0.0724, -5.3543], [-2.6876, 1.5246, 3.7966], [-2.3615, 0.2240, 4.0474], [-2.1497, -0.3340, 2.8286], [-2.5575, 0.4906, 1.7901], [-2.8227, 1.6926, 2.4335], [-2.8622, 2.2732, 4.4517], [-2.1421, -0.2095, 5.0119], [-1.7598, -1.3364, 2.7308], [-2.5035, 0.3081, 0.7270], [-3.1221, 2.6662, 2.0743], [-0.9479, -2.8961, 0.3882], [-0.5988, -4.1220, 0.9123], [-0.7913, -4.1931, 2.3156], [-1.5115, -3.0465, 2.5935], [-1.6408, -2.3211, 1.3997], [-1.0899, -2.5232, -0.5396], [-0.0222, -4.8254, 0.3299], [-0.5422, -4.9433, 3.0515], [-1.8731, -2.5569, 3.4856], [-2.0947, -1.3560, 1.2295]], "homo_lumo_gap_ev": 6.244, "e_homo_ev": -9.9, "total_energy_ev": -96199.9990, "total_charge": 1}



Record 3
{"formula": "C14H24N2NaO5S3", "method": "ωB97M-V/def2-TZVPD", "elements": ["Na", "O", "C", "O", "C", "C", "C", "C", "C", "O", "C", "C", "O", "O", "H", "H", "H", "H", "H", "H", "H", "H", "C", "C", "S", "C", "C", "S", "C", "C", "S", "H", "H", "H", "H", "H", "H", "H", "H", "H", "H", "H", "H", "N", "N", "H", "H", "H", "H"], "coordinates": [[-0.2524, -0.2457, 0.3963], [0.6280, 3.3324, 1.8404], [0.8655, 2.3372, 1.1622], [0.1896, 1.9126, 0.1592], [2.1460, 1.5292, 1.4977], [2.7100, 0.7772, 0.2862], [4.1925, 0.4501, 0.5024], [4.0994, -0.6880, 1.5485], [2.5797, -0.8141, 1.7193], [2.1004, -0.5298, 0.3881], [2.0299, 0.3526, 2.5480], [0.6308, 0.0462, 3.1483], [0.3186, 0.6386, 4.1772], [-0.0546, -0.8385, 2.5282], [2.8648, 2.2590, 1.8710], [2.4504, 1.2168, -0.6725], [4.6493, 0.1008, -0.4246], [4.7525, 1.3160, 0.8560], [4.5254, -1.6165, 1.1658], [4.5943, -0.4462, 2.4893], [2.2115, -1.7872, 2.0311], [2.6760, 0.5750, 3.3971], [-0.9631, 1.7586, -2.8227], [-0.7975, 0.3691, -3.4475], [-0.5445, -1.0130, -2.2964], [-2.1410, -1.8569, -2.2699], [-3.3279, -1.0428, -1.7701], [-3.1129, -0.4643, -0.0617], [-3.7756, 1.2190, -0.1467], [-2.8491, 2.2929, -0.7044], [-2.6700, 2.3005, -2.5161], [-0.5587, 2.4908, -3.5246], [-0.3998, 1.8553, -1.8915], [0.0999, 0.3791, -4.0694], [-1.6343, 0.1237, -4.1048], [-1.9555, -2.7078, -1.6124], [-2.3642, -2.2415, -3.2678], [-4.2248, -1.6646, -1.8246], [-3.4791, -0.1714, -2.4040], [-3.9915, 1.4650, 0.8954], [-4.7305, 1.1989, -0.6764], [-1.8499, 2.2455, -0.2600], [-3.2670, 3.2682, -0.4467], [0.0997, -3.8154, 0.8847], [-1.0015, -2.8881, 0.8908], [0.4746, -3.8969, 1.8251], [0.8311, -3.3889, 0.3276], [-0.9231, -2.2636, 1.6954], [-1.8515, -3.4291, 0.9839]], "homo_lumo_gap_ev": 7.129, "e_homo_ev": -5.0, "total_energy_ev": -65051.3218, "total_charge": -1}



Record 4
{"formula": "C14H24N2O4P", "method": "ωB97M-V/def2-TZVPD", "elements": ["O", "C", "C", "C", "P", "O", "C", "C", "O", "N", "C", "C", "C", "C", "C", "C", "H", "H", "H", "H", "H", "H", "H", "H", "H", "H", "H", "H", "H", "H", "H", "H", "H", "C", "C", "O", "N", "C", "H", "H", "H", "H", "H", "H", "H"], "coordinates": [[-1.3125, 0.6644, -1.1627], [-0.1132, 0.9019, -0.5680], [0.9677, 1.9120, -1.3079], [2.3955, 2.0004, -0.4981], [3.8979, 2.3866, -1.6788], [4.3769, 3.4900, -0.3920], [5.0334, 2.7375, 0.7274], [5.7661, 1.4210, 0.0013], [4.7199, 0.9874, -0.9571], [0.2580, 0.3023, 0.7691], [-0.1056, -1.1936, 0.8305], [-0.6021, -1.7130, 2.3363], [-1.0553, -3.2908, 2.4713], [-0.9929, -4.3271, 1.1781], [-0.4811, -3.7590, -0.2734], [-0.0104, -2.2023, -0.4934], [1.0890, 1.6425, -2.4497], [0.4674, 2.9874, -1.2820], [2.7022, 0.9803, 0.0393], [2.2593, 2.8393, 0.3317], [5.0987, 2.5069, -2.4770], [3.1865, 3.3455, -2.4898], [3.2614, 1.3392, -2.4898], [4.3296, 2.2139, 1.5171], [5.7660, 3.3725, 1.3973], [6.8079, 1.7838, -0.4456], [5.9923, 0.7152, 0.9113], [-0.3514, 0.7798, 1.4952], [-0.6168, -0.9433, 3.2430], [-1.3855, -3.6437, 3.5536], [-1.3137, -5.4413, 1.3465], [-0.4446, -4.5003, -1.1815], [0.3886, -1.7562, -1.5254], [-6.2793, -1.4251, 0.4332], [-4.8093, -1.4402, 0.7517], [-4.3358, -2.1787, 1.6122], [-3.9928, -0.6010, 0.0532], [-4.3504, 0.3346, -0.9868], [-6.7979, -2.1466, 1.0715], [-6.6947, -0.4325, 0.6264], [-6.4398, -1.7096, -0.6101], [-3.0188, -0.6697, 0.3250], [-3.7943, 0.0664, -1.8888], [-4.0471, 1.3332, -0.6623], [-5.4189, 0.3299, -1.2022]], "homo_lumo_gap_ev": 6.786, "e_homo_ev": -4.3, "total_energy_ev": -35354.8365, "total_charge": -1}



Record 5
{"formula": "C14H24N3", "method": "ωB97M-V/def2-TZVPD", "elements": ["C", "C", "C", "N", "C", "C", "C", "C", "C", "C", "C", "C", "H", "H", "H", "H", "H", "H", "H", "H", "H", "H", "H", "H", "H", "H", "C", "N", "C", "N", "C", "H", "H", "H", "H", "H", "H", "H", "H", "H", "H"], "coordinates": [[-1.8994, 4.1579, -0.1270], [-0.4908, 4.4602, -0.6645], [0.4635, 3.4928, 0.0331], [-0.3997, 2.4522, 0.6055], [0.1119, 1.4730, 1.3281], [-0.7259, 0.5086, 2.0111], [-1.7920, -0.1492, 1.3438], [-2.6417, -0.9954, 2.0524], [-2.4277, -1.2343, 3.4189], [-1.3572, -0.6145, 4.0796], [-0.5022, 0.2346, 3.3834], [-1.8284, 2.7931, 0.5671], [-2.2106, 4.9131, 0.6014], [-2.6418, 4.1271, -0.9275], [-0.4619, 4.2694, -1.7411], [-0.1904, 5.4959, -0.4914], [1.2046, 3.0591, -0.6546], [1.0232, 3.9959, 0.8390], [1.1693, 1.5894, 1.5768], [-1.9384, 0.0122, 0.2723], [-3.4734, -1.4769, 1.5349], [-3.0823, -1.9179, 3.9614], [-1.1857, -0.8033, 5.1412], [0.3380, 0.7278, 3.8806], [-2.2662, 2.8278, 1.5791], [-2.4037, 2.0480, 0.0001], [2.3689, -1.1356, 1.3697], [2.8084, -1.2144, -0.0029], [1.7805, -1.4290, -0.9874], [3.7262, -0.2249, -0.3341], [4.4883, -0.4517, -1.5554], [1.8210, -2.0564, 1.5990], [3.2506, -1.0546, 2.0236], [1.6993, -0.2796, 1.5623], [1.2428, -2.3422, -0.6981], [1.0449, -0.6008, -1.0437], [2.2308, -1.5793, -1.9748], [4.3229, -0.0664, 0.4742], [4.8759, 0.5192, -1.8785], [5.3458, -1.1217, -1.3803], [3.8615, -0.8679, -2.3437]], "homo_lumo_gap_ev": 5.153, "e_homo_ev": -9.6, "total_energy_ev": -19369.2857, "total_charge": 1}